C4H12 | ωB97M-V with the def2-TZVPD basis set

charge: -1
E_LUMO (alpha / beta): 4.378 / 4.590 eV
energy above the lowest of the compared OMol25 structures with the same formula, charge and spin: 0.676 eV
multiplicity: 2

Structure (XYZ):
```
16
Properties=species:S:1:pos:R:3:nbo_charge:R:1
C 0.3181 2.5955 -1.4676 -0.81
C -0.2098 1.1634 -1.6622 -0.84
H 0.2291 2.8992 -0.4109 0.19
H 1.3882 2.7127 -1.6227 0.20
H -0.3360 3.2924 -1.9853 0.19
H -1.0370 1.1063 -2.3700 0.18
H 0.5896 0.5359 -2.0741 0.19
H -0.4997 0.6709 -0.7346 0.20
C -0.4685 -2.0613 0.9614 -0.80
C 0.3639 -1.6831 2.1629 -0.86
H -0.0923 -2.9677 0.5110 0.19
H -1.4377 -2.5138 1.2791 0.18
H -0.7435 -1.2688 0.2808 0.21
H -0.0712 -1.8005 3.1540 0.19
H 0.6637 -0.6217 2.2157 0.19
H 1.3506 -2.1445 2.0464 0.19
```